A single C2H2N2OS molecule in a non-equilibrium geometry. Source: the OMol25 dataset; level of theory: wB97M-V/def2-TZVPD.

Calculated values
- SMILES: N#CC(=O)NS
- Frontier orbital gap: 9.23 eV
- Relative energy (zero: lowest compared OMol25 entry of this formula, charge and spin): 71.05 kcal/mol
- Lowest unoccupied orbital energy: -0.0227 hartree
- Strongest force on any atom: 0.2083 hartree/bohr

Last column: Mulliken charge in e.
CARTESIAN COORDINATES (ANGSTROEM)
N 2.731 -0.627 0.174  -0.39
C 1.753 0.117 -0.122  0.19
C 0.340 0.446 -0.188  0.64
O -0.104 1.639 -0.142  -0.57
N -0.399 -0.676 -0.383  -0.30
S -2.196 -0.316 0.013  -0.14
H -0.100 -1.696 -0.223  0.34
H -2.027 1.114 0.871  0.22

Cartesian forces (eV/Å) of the 3 atoms listed first:
N -7.4 6.2 -2.5
C 8.0 -6.6 2.7
C -1.2 3.4 -0.7

***

5 unconnected molecules or ions with the total composition C35H73F8I2N8O3S in a non-equilibrium geometry. Source: the OMol25 dataset; level of theory: wB97M-V/def2-TZVPD.

Calculated values
- Frontier orbital gap: 4.04 eV
- Lowest unoccupied orbital energy: -0.1879 hartree
- Net charge: +1
- Strongest force on any atom: 0.0735 hartree/bohr

Last column: Mulliken charge in e.
CARTESIAN COORDINATES (ANGSTROEM)
C 9.794 1.450 0.541  -1.49
C 8.352 1.988 0.450  0.81
O 8.414 3.355 0.120  -0.61
C 7.492 1.164 -0.572  -1.47
N 6.430 0.382 0.120  0.46
C 5.371 1.119 0.481  -0.07
N 5.266 2.461 0.290  0.20
C 4.131 2.863 0.774  0.33
C 3.800 4.323 0.678  -0.75
C 4.581 5.141 -0.361  -0.55
C 6.050 5.471 0.048  -1.10
I 4.426 4.360 -2.372  0.08
N 3.464 1.801 1.287  0.48
S 1.936 1.947 2.030  1.16
O 1.918 1.442 3.347  -0.59
O 1.578 3.313 2.094  -0.65
C 0.587 1.168 0.964  0.47
F 1.087 0.544 -0.095  -0.20
F -0.142 2.143 0.485  -0.21
C -0.396 0.286 1.792  0.89
F -1.352 -0.203 1.055  -0.24
F 0.182 -0.678 2.456  -0.21
F -0.948 1.129 2.686  -0.30
N 4.248 0.704 1.071  -0.77
I 3.459 -1.082 1.675  0.33
C 6.612 -0.996 0.347  0.37
F 6.577 -1.301 1.635  -0.24
F 5.784 -1.748 -0.350  -0.14
F 7.817 -1.380 -0.041  -0.28
H 10.435 2.295 0.816  0.44
H 10.181 1.057 -0.403  0.34
H 9.857 0.736 1.370  0.34
H 7.882 1.849 1.438  0.19
H 7.800 3.563 -0.594  0.29
H 8.193 0.525 -1.107  0.72
H 7.057 1.805 -1.345  0.57
H 2.732 4.493 0.509  0.44
H 4.002 4.776 1.663  0.37
H 4.082 6.110 -0.400  0.65
H 6.376 4.889 0.911  0.32
H 6.690 5.346 -0.825  0.24
H 6.112 6.527 0.334  0.36
C -7.380 -1.395 4.023  -1.53
C -5.878 -1.626 4.102  -0.08
N -5.135 -1.053 2.993  0.13
C -3.755 -1.496 2.939  -0.64
C -2.810 -1.098 4.065  -0.76
C -5.346 0.366 2.754  -0.80
C -5.029 1.340 3.896  -0.42
H -7.790 -1.776 3.087  0.38
H -7.873 -1.917 4.845  0.44
H -7.638 -0.338 4.113  0.25
H -5.720 -2.709 4.098  0.44
H -5.514 -1.259 5.073  0.09
H -3.314 -1.164 1.996  0.31
H -3.764 -2.590 2.878  0.37
H -2.520 -0.054 3.975  0.03
H -1.894 -1.693 4.002  0.31
H -3.227 -1.263 5.059  0.35
H -6.390 0.510 2.467  0.38
H -4.781 0.663 1.866  0.36
H -5.387 0.981 4.863  -0.09
H -5.514 2.300 3.706  0.40
H -3.960 1.537 3.976  0.13
C -6.990 3.449 10.757  -1.44
C -6.362 2.308 9.970  -0.26
N -7.237 1.160 9.811  0.17
C -6.554 -0.014 9.294  -1.19
C -5.980 0.057 7.874  -0.47
C -8.541 1.431 9.228  -0.74
C -8.587 2.067 7.833  -0.83
H -7.324 3.114 11.739  0.33
H -6.254 4.242 10.903  0.43
H -7.837 3.892 10.232  0.30
H -5.472 1.986 10.519  0.43
H -6.009 2.697 9.003  0.20
H -7.226 -0.874 9.360  0.38
H -5.731 -0.248 9.978  0.42
H -6.762 -0.019 7.118  0.02
H -5.301 -0.784 7.712  0.42
H -5.413 0.973 7.700  0.28
H -9.090 2.081 9.914  0.38
H -9.122 0.505 9.215  0.33
H -7.859 2.872 7.718  0.23
H -9.576 2.494 7.656  0.38
H -8.416 1.332 7.047  0.18
C 3.990 -0.454 -2.809  -1.08
C 4.575 -1.580 -3.647  -0.57
N 3.720 -2.747 -3.720  0.17
C 4.383 -3.910 -4.296  -0.69
C 4.822 -3.834 -5.761  -0.93
C 2.360 -2.511 -4.182  -0.99
C 2.172 -1.883 -5.567  -0.38
H 3.754 -0.798 -1.798  0.07
H 4.715 0.363 -2.731  0.27
H 3.086 -0.035 -3.255  0.50
H 5.520 -1.877 -3.181  0.52
H 4.828 -1.186 -4.642  0.24
H 3.741 -4.785 -4.165  0.40
H 5.271 -4.120 -3.689  0.36
H 3.979 -3.933 -6.443  0.18
H 5.504 -4.658 -5.981  0.40
H 5.349 -2.907 -5.991  0.28
H 1.858 -1.871 -3.449  0.30
H 1.802 -3.450 -4.139  0.43
H 2.865 -1.060 -5.752  0.24
H 1.161 -1.480 -5.656  0.29
H 2.288 -2.618 -6.362  -0.03
C -2.101 -0.816 -10.972  -1.41
C -1.169 -2.003 -10.784  -0.34
N -0.378 -1.936 -9.568  0.14
C 0.686 -2.927 -9.521  -0.43
C 0.281 -4.405 -9.474  -1.06
C -1.124 -1.765 -8.331  -0.09
C -2.173 -2.828 -7.979  -1.02
H -1.550 0.126 -10.954  0.33
H -2.604 -0.894 -11.937  0.43
H -2.880 -0.780 -10.208  0.29
H -0.484 -2.017 -11.637  0.43
H -1.759 -2.930 -10.843  0.26
H 1.338 -2.715 -8.667  0.09
H 1.321 -2.782 -10.401  0.39
H -0.084 -4.695 -8.489  0.21
H 1.153 -5.030 -9.683  0.43
H -0.480 -4.651 -10.214  0.30
H -1.626 -0.794 -8.366  0.38
H -0.419 -1.671 -7.501  -0.22
H -2.773 -3.124 -8.840  0.26
H -2.857 -2.433 -7.225  0.40
H -1.717 -3.721 -7.552  0.28

Cartesian forces (eV/Å) of the 3 atoms listed first:
C -0.2 0.6 0.5
C 0.2 -0.6 -0.4
O -0.1 0.1 -0.3

***

A gas-phase ion, C7H17N2 (charge +1) in a non-equilibrium geometry. Source: the OMol25 dataset; level of theory: wB97M-V/def2-TZVPD.

Calculated values
- SMILES: CCC(=[NH2+])CCCNC
- Frontier orbital gap: 7.99 eV
- Relative energy (zero: lowest compared OMol25 entry of this formula, charge and spin): 43.95 kcal/mol
- Lowest unoccupied orbital energy: -0.1483 hartree
- Net charge: +1
- Strongest force on any atom: 0.0858 hartree/bohr

Last column: Mulliken charge in e.
CARTESIAN COORDINATES (ANGSTROEM)
C 2.959 -0.081 -0.924  -1.14
C 1.707 -0.782 -0.470  -0.69
C 0.942 0.028 0.545  0.63
N 0.849 -0.683 1.656  -0.26
C 0.550 1.455 0.437  -0.63
C -0.997 1.507 0.481  -0.57
C -1.716 0.874 -0.781  -0.88
N -1.698 -0.567 -0.705  -0.20
C -2.636 -1.271 0.183  -1.23
H 2.925 0.999 -1.220  0.32
H 3.518 -0.723 -1.555  0.40
H 3.754 -0.078 -0.009  0.27
H 1.789 -1.849 -0.122  0.50
H 0.948 -0.877 -1.388  0.15
H 0.437 -0.323 2.513  0.29
H 1.449 -1.478 1.666  0.23
H 0.841 1.852 -0.532  0.41
H 0.996 1.847 1.403  0.34
H -1.151 0.932 1.431  0.40
H -1.164 2.601 0.430  0.35
H -2.800 1.114 -0.885  0.38
H -1.346 1.054 -1.772  0.47
H -1.439 -1.074 -1.555  0.26
H -3.158 -0.731 0.961  0.37
H -3.444 -1.671 -0.343  0.42
H -2.117 -2.074 0.556  0.39

Cartesian forces (eV/Å) of the 3 atoms listed first:
C 2.9 0.7 3.3
C -2.8 0.2 -2.4
C 1.1 -2.2 0.4

***

A molecular structure, C17H33AsF6HgO11S4 in a non-equilibrium geometry. Source: the OMol25 dataset; level of theory: wB97M-V/def2-TZVPD.

Calculated values
- Frontier orbital gap: 4.56 eV
- Lowest unoccupied orbital energy: -0.1487 hartree
- Strongest force on any atom: 0.1458 hartree/bohr

Last column: Mulliken charge in e.
CARTESIAN COORDINATES (ANGSTROEM)
Hg -0.605 -4.964 -0.740  1.70
O -4.987 -3.788 -0.355  -0.44
C -4.290 -4.768 -0.800  0.49
O -4.799 -5.864 -0.854  -0.69
O -3.034 -4.659 -0.840  -0.61
H -4.165 -3.343 -0.137  0.30
As -1.185 -1.383 1.024  1.83
F 0.495 -1.424 1.678  -0.50
F -0.563 -0.502 -0.460  -0.32
F -2.820 -1.333 0.268  -0.49
F -1.879 -2.318 2.418  -0.48
F -1.428 0.117 1.924  -0.49
F -0.775 -2.881 0.177  -0.31
C -1.926 3.535 0.401  -0.46
C -1.804 5.014 -0.101  -0.64
C -0.387 5.272 -0.537  -0.84
S 0.397 3.662 -1.024  1.17
O 1.484 3.410 -0.154  -0.63
O 0.384 3.420 -2.450  -0.67
C -0.880 2.655 -0.363  0.21
H -2.988 3.289 0.396  0.48
H -1.747 3.500 1.475  -0.08
H -1.982 5.727 0.704  0.34
H -2.369 5.205 -1.014  0.34
H 0.231 5.645 0.279  0.33
H -0.105 5.982 -1.314  0.51
H -0.322 1.950 0.254  0.01
H -1.465 2.167 -1.143  -0.05
C 2.473 3.515 4.314  -0.59
C 1.783 2.324 3.671  -0.68
C 0.289 2.803 3.293  0.18
S -0.289 3.508 4.901  1.12
O -0.768 2.502 5.807  -0.64
O -1.189 4.515 4.497  -0.64
C 1.489 4.017 5.422  -0.76
H 2.641 4.353 3.638  0.27
H 3.504 3.352 4.629  0.39
H 1.757 1.559 4.447  0.35
H 2.246 2.036 2.727  0.35
H -0.382 1.984 3.034  0.09
H 0.205 3.592 2.546  -0.24
H 1.731 3.718 6.441  0.37
H 1.380 5.101 5.437  0.40
C 3.807 -2.234 0.348  -0.70
C 5.063 -3.118 -0.151  -0.70
C 4.369 -4.317 -0.950  -0.78
S 2.788 -3.651 -1.640  1.01
O 1.622 -4.484 -1.222  -0.66
O 2.992 -3.341 -2.990  -0.58
C 2.869 -1.966 -0.848  0.16
H 4.022 -1.235 0.728  0.47
H 3.259 -2.781 1.115  0.29
H 5.670 -3.397 0.710  0.40
H 5.871 -2.688 -0.743  0.31
H 4.109 -5.080 -0.216  0.33
H 4.808 -4.748 -1.850  0.44
H 1.817 -1.702 -0.734  -0.42
H 3.274 -1.161 -1.460  0.37
C -2.426 -0.654 -3.037  0.00
C -3.399 -1.806 -3.508  -0.37
C -2.432 -2.805 -4.211  -1.06
S -0.682 -2.626 -3.621  0.78
O 0.150 -2.943 -4.790  -0.71
O -0.726 -3.363 -2.339  -0.09
C -0.970 -0.855 -3.535  -0.65
H -2.312 -0.628 -1.954  -0.38
H -2.749 0.376 -3.191  0.55
H -4.191 -1.419 -4.149  0.31
H -3.910 -2.184 -2.622  0.09
H -2.234 -2.662 -5.274  0.41
H -2.707 -3.856 -4.133  0.54
H -0.759 -0.426 -4.515  0.47
H -0.349 -0.448 -2.737  0.22

Cartesian forces (eV/Å) of the 3 atoms listed first:
Hg -2.0 0.7 -0.6
O 0.0 3.2 0.2
C -1.1 -7.3 1.0

***

2 unconnected molecules or ions with the total composition CH2Cl2N2 in a non-equilibrium geometry. Source: the OMol25 dataset; level of theory: wB97M-V/def2-TZVPD.

Calculated values
- Frontier orbital gap (alpha / beta): 8.25 / 6.97 eV
- Relative energy (zero: lowest compared OMol25 entry of this formula, charge and spin): 104.97 kcal/mol
- Lowest unoccupied orbital energy (alpha / beta): -0.0152 / -0.0350 hartree
- Strongest force on any atom: 0.0510 hartree/bohr

Last column: Mulliken charge in e.
CARTESIAN COORDINATES (ANGSTROEM)
C 0.273 0.173 0.380  0.12
N -0.650 0.468 -0.318  -0.28
N 0.892 -2.004 -0.841  -0.26
Cl 0.477 -3.159 0.355  -0.07
Cl -0.255 -1.826 -2.031  -0.08
H 0.766 0.429 1.279  0.31
H -0.892 -0.099 -1.167  0.27

Cartesian forces (eV/Å) of the 3 atoms listed first:
C -1.1 -1.2 -2.0
N 0.5 0.3 0.7
N 1.3 1.4 1.0

***

A molecular structure, C24H17BrMoN6O6S2 in a non-equilibrium geometry. Source: the OMol25 dataset; level of theory: wB97M-V/def2-TZVPD.

Calculated values
- 2S+1: 3
- Frontier orbital gap (alpha / beta): 5.79 / 5.46 eV
- Relative energy (zero: lowest compared OMol25 entry of this formula, charge and spin): 7.69 kcal/mol
- Lowest unoccupied orbital energy (alpha / beta): -0.2730 / -0.2868 hartree
- Net charge: +2
- Strongest force on any atom: 0.0673 hartree/bohr

Last column: Mulliken charge in e.
CARTESIAN COORDINATES (ANGSTROEM)
Mo 0.169 -0.060 0.346  -0.15
O -1.461 -0.197 -4.458  -0.45
C -0.860 0.216 -3.360  -0.11
O 0.320 0.229 -3.170  -0.41
C -1.842 0.819 -2.385  0.81
C -3.040 1.301 -2.907  -0.77
C -3.913 2.006 -2.100  -0.92
C -3.559 2.215 -0.785  -1.01
C -2.370 1.670 -0.319  1.26
N -1.506 0.960 -1.089  0.41
C -1.864 1.835 1.031  0.37
O -2.424 2.481 1.997  -0.42
O -0.775 1.291 1.275  -0.27
H -0.825 -0.548 -5.098  0.39
H -3.257 1.143 -3.953  0.60
H -4.844 2.391 -2.491  0.48
H -4.206 2.781 -0.127  0.30
H -3.209 2.989 1.741  0.33
Br -1.145 -0.496 3.797  0.00
C -1.887 -1.551 2.426  0.12
C -2.849 -2.498 2.754  -0.76
C -3.333 -3.340 1.770  -0.48
C -2.812 -3.237 0.485  -1.01
C -1.857 -2.280 0.247  0.23
N -1.417 -1.405 1.180  0.77
C -1.108 -2.163 -1.059  0.61
O -1.509 -2.589 -2.103  -0.60
O 0.023 -1.510 -0.864  0.01
H -3.188 -2.569 3.777  0.51
H -4.077 -4.087 2.008  0.50
H -3.113 -3.893 -0.320  0.56
S 1.913 1.287 2.017  -0.17
C 2.212 -0.353 2.266  0.08
N 1.474 -1.204 1.556  1.08
C 1.744 -2.533 1.889  -0.81
C 1.144 -3.682 1.378  0.21
C 1.537 -4.915 1.869  -0.97
C 2.526 -5.023 2.844  -0.59
C 3.139 -3.892 3.354  -0.59
C 2.735 -2.657 2.872  0.84
S 3.309 -1.078 3.368  -0.19
H 0.396 -3.617 0.602  0.37
H 1.068 -5.811 1.484  0.46
H 2.819 -5.999 3.204  0.42
H 3.910 -3.961 4.109  0.44
N 4.450 -1.395 -2.734  -0.40
C 3.719 -0.414 -2.182  0.26
C 2.652 -0.684 -1.298  -0.42
N 1.912 0.297 -0.803  1.03
C 2.226 1.563 -1.128  -0.49
C 3.311 1.815 -1.949  -0.66
N 4.043 0.848 -2.469  -0.58
H 4.189 -2.361 -2.662  0.21
H 5.172 -1.137 -3.385  0.26
H 2.412 -1.700 -1.018  0.31
H 1.624 2.360 -0.719  0.57
H 3.599 2.833 -2.177  0.42

Cartesian forces (eV/Å) of the 3 atoms listed first:
Mo 3.1 -1.4 0.6
O -0.5 -0.1 -0.1
C 0.6 0.1 0.2

***

> Which value of strongest force on any atom does entry 1 give?

0.2083 hartree/bohr